1.
{"formula": "C43H39N7O4P2S2Zr", "method": "wB97M-V/def2-TZVPD", "symbols": ["Zr", "S", "P", "C", "P", "S", "C", "C", "C", "C", "C", "C", "C", "C", "C", "C", "C", "C", "C", "C", "C", "C", "C", "C", "C", "C", "C", "C", "C", "C", "H", "H", "H", "H", "H", "H", "H", "H", "H", "H", "H", "H", "H", "H", "H", "H", "H", "H", "H", "H", "C", "C", "C", "C", "N", "C", "C", "C", "C", "C", "C", "N", "H", "H", "H", "H", "H", "H", "H", "H", "C", "N", "C", "C", "N", "H", "H", "H", "H", "H", "H", "C", "N", "C", "C", "C", "O", "N", "C", "O", "H", "H", "H", "H", "H", "O", "N", "O"], "positions_angstrom": [[0.361, 0.415, -1.929], [1.131, 2.587, 1.584], [0.614, 0.732, 1.889], [-0.085, -0.169, 0.466], [-0.624, -1.869, 0.526], [-1.630, 0.518, -0.225], [0.445, -3.071, 1.424], [0.253, -3.212, 2.798], [1.056, -4.050, 3.552], [2.053, -4.794, 2.936], [2.231, -4.694, 1.566], [1.438, -3.836, 0.814], [-2.199, -2.245, 1.373], [-2.545, -3.599, 1.453], [-3.708, -3.997, 2.092], [-4.531, -3.052, 2.686], [-4.186, -1.711, 2.629], [-3.036, -1.307, 1.967], [2.035, -0.184, 2.549], [2.505, 0.180, 3.812], [3.625, -0.435, 4.344], [4.303, -1.401, 3.608], [3.862, -1.739, 2.340], [2.732, -1.129, 1.811], [-0.614, 0.695, 3.251], [-1.657, 1.619, 3.188], [-2.659, 1.622, 4.144], [-2.619, 0.715, 5.196], [-1.565, -0.179, 5.291], [-0.567, -0.188, 4.324], [-0.556, -2.677, 3.275], [0.895, -4.131, 4.620], [2.681, -5.453, 3.521], [2.998, -5.277, 1.072], [1.641, -3.760, -0.244], [-1.893, -4.352, 1.036], [-3.962, -5.049, 2.135], [-5.435, -3.361, 3.196], [-4.814, -0.965, 3.099], [-2.798, -0.258, 1.912], [1.994, 0.954, 4.372], [3.978, -0.154, 5.328], [5.184, -1.877, 4.022], [4.396, -2.473, 1.750], [2.402, -1.393, 0.821], [-1.667, 2.332, 2.378], [-3.469, 2.338, 4.074], [-3.398, 0.718, 5.948], [-1.512, -0.871, 6.122], [0.267, -0.869, 4.427], [-2.424, 2.003, -5.214], [-3.214, 0.903, -5.515], [-3.070, -0.254, -4.777], [-2.139, -0.289, -3.745], [-1.361, 0.770, -3.477], [-1.504, 1.892, -4.192], [-1.921, -1.473, -2.888], [-2.850, -2.465, -2.813], [-2.457, -3.690, -2.170], [-1.310, -3.756, -1.485], [-0.519, -2.508, -1.251], [-0.737, -1.467, -2.226], [-2.509, 2.928, -5.765], [-3.933, 0.946, -6.323], [-3.655, -1.132, -5.004], [-0.856, 2.711, -3.916], [-3.787, -2.398, -3.342], [-3.058, -4.580, -2.313], [-0.938, -4.688, -1.079], [0.544, -2.739, -1.271], [0.492, 5.912, -0.768], [-0.393, 4.799, -0.455], [-1.368, 4.952, 0.613], [-0.283, 3.647, -1.044], [-0.212, 2.599, -1.527], [-0.100, 6.787, -1.040], [1.133, 5.631, -1.598], [1.101, 6.147, 0.108], [-2.087, 5.733, 0.357], [-0.855, 5.212, 1.541], [-1.890, 4.009, 0.751], [4.186, 4.560, -4.129], [3.421, 3.322, -4.136], [3.956, 2.208, -4.698], [3.302, 1.034, -4.724], [2.033, 0.999, -4.061], [1.392, -0.081, -3.862], [1.482, 2.107, -3.550], [2.126, 3.305, -3.583], [1.634, 4.355, -3.188], [4.433, 4.863, -5.147], [5.106, 4.432, -3.557], [3.577, 5.328, -3.666], [4.946, 2.329, -5.119], [3.723, 0.139, -5.152], [2.036, -1.171, -1.466], [2.946, -0.346, -1.226], [2.513, 0.832, -1.232]], "forces_ev_per_a": [[-0.6, 0.6, 0.6], [0.0, 0.2, -0.2], [-0.1, -0.2, 0.1], [-0.2, -0.3, 0.0], [0.0, -0.1, 0.4], [0.4, 0.2, -0.1], [0.0, 0.0, -0.1], [0.0, 0.0, 0.0], [0.0, 0.0, 0.0], [0.0, 0.0, 0.0], [0.0, 0.0, 0.0], [0.0, 0.0, 0.0], [0.0, -0.2, -0.1], [0.0, 0.1, 0.0], [0.0, 0.0, 0.0], [0.0, 0.0, 0.0], [0.0, 0.0, 0.0], [0.0, 0.0, 0.0], [0.0, 0.0, 0.0], [0.0, 0.0, 0.0], [0.0, 0.0, 0.0], [0.0, 0.0, 0.0], [0.0, 0.0, 0.0], [0.0, 0.1, 0.0], [0.0, 0.0, -0.1], [0.0, 0.0, 0.0], [0.0, 0.0, 0.0], [0.0, 0.0, 0.0], [0.0, 0.0, 0.0], [0.0, 0.0, 0.0], [0.0, 0.1, 0.1], [0.0, 0.0, 0.0], [0.0, 0.0, 0.0], [0.0, 0.0, 0.0], [0.0, 0.0, 0.0], [0.0, 0.0, 0.0], [0.0, 0.0, 0.0], [0.0, 0.0, 0.0], [0.0, 0.0, 0.0], [0.0, 0.0, 0.0], [0.0, 0.0, 0.0], [0.0, 0.0, 0.0], [0.0, 0.0, 0.0], [0.0, 0.0, 0.0], [0.0, 0.0, 0.0], [0.0, 0.1, -0.1], [0.0, 0.0, 0.0], [0.0, 0.0, 0.0], [0.0, 0.0, 0.0], [0.0, -0.1, 0.0], [0.0, 0.0, 0.0], [0.0, 0.0, 0.0], [-0.1, 0.0, 0.0], [0.0, 0.1, 0.1], [0.0, -0.1, -0.1], [-0.1, 0.0, 0.0], [-0.2, 0.1, 0.1], [0.1, -0.1, -0.1], [0.0, 0.0, 0.0], [0.0, 0.1, 0.1], [0.0, -0.1, -0.2], [0.2, -0.1, -0.3], [0.0, 0.0, 0.0], [0.0, 0.0, 0.0], [0.0, 0.0, 0.0], [0.0, 0.0, 0.0], [0.0, 0.0, 0.0], [0.0, 0.0, 0.0], [0.0, 0.0, 0.0], [0.0, 0.0, 0.0], [0.1, 0.0, 0.0], [-0.3, 0.1, -0.1], [0.0, 0.0, 0.1], [0.3, -0.2, 0.0], [0.1, 0.2, 0.1], [0.0, 0.0, 0.0], [0.0, 0.0, 0.0], [0.0, 0.0, 0.0], [0.0, 0.0, 0.0], [0.0, 0.0, 0.0], [0.0, 0.0, 0.0], [0.0, 0.0, 0.0], [-0.1, 0.0, 0.0], [0.0, 0.0, 0.0], [0.0, -0.1, -0.1], [0.0, 0.1, -0.1], [0.0, -0.1, 0.2], [0.3, -0.2, 0.0], [0.0, 0.0, -0.1], [0.0, 0.0, 0.0], [0.0, 0.0, 0.0], [0.0, 0.0, 0.0], [0.0, 0.0, 0.0], [0.0, 0.0, 0.0], [0.0, 0.0, 0.0], [0.0, 0.0, -0.1], [0.2, 0.0, 0.1], [-0.1, 0.0, -0.1]], "relative_energy_kcal_mol": 9.8, "e_homo_ev": -6.5953, "homo_lumo_gap_ev": 6.82, "e_tot_ha": -3872.523980}

=====

2.
{"formula": "C43H39N9S3Sr", "method": "wB97M-V/def2-TZVPD", "symbols": ["Sr", "N", "S", "N", "S", "N", "S", "N", "C", "C", "C", "C", "C", "C", "C", "C", "C", "C", "C", "C", "C", "C", "C", "C", "C", "C", "C", "C", "C", "C", "C", "C", "C", "C", "C", "C", "C", "C", "C", "C", "C", "C", "C", "C", "H", "H", "H", "H", "H", "H", "H", "H", "H", "H", "H", "H", "H", "H", "H", "H", "H", "H", "H", "H", "H", "H", "H", "H", "H", "H", "H", "H", "H", "H", "N", "C", "N", "N", "C", "N", "H", "H", "H", "H", "C", "C", "C", "N", "C", "C", "H", "H", "H", "H", "H"], "positions_angstrom": [[-0.393, 0.236, 1.601], [-1.790, -1.246, 0.665], [-2.687, -1.094, 1.798], [-1.903, -0.428, 3.177], [-1.942, 1.095, 3.462], [-1.771, 1.899, 2.143], [-0.547, 2.896, 1.556], [0.395, 2.165, 0.729], [-1.453, 4.235, 0.834], [-0.690, 5.343, 0.472], [-1.335, 6.449, -0.052], [-2.719, 6.444, -0.209], [-3.465, 5.326, 0.138], [-2.832, 4.206, 0.668], [0.204, 3.735, 2.951], [-0.449, 4.765, 3.628], [0.234, 5.466, 4.608], [1.553, 5.130, 4.903], [2.191, 4.101, 4.220], [1.521, 3.403, 3.223], [-0.658, 1.255, 4.696], [-0.874, 2.153, 5.744], [0.030, 2.174, 6.791], [1.123, 1.311, 6.791], [1.318, 0.415, 5.746], [0.420, 0.363, 4.697], [-3.396, 1.646, 4.281], [-3.943, 0.807, 5.251], [-5.054, 1.247, 5.946], [-5.592, 2.505, 5.677], [-5.032, 3.328, 4.707], [-3.918, 2.901, 3.992], [-4.198, -0.156, 1.574], [-4.247, 0.710, 0.488], [-5.416, 1.415, 0.245], [-6.519, 1.248, 1.077], [-6.467, 0.366, 2.153], [-5.305, -0.348, 2.406], [-3.290, -2.612, 2.488], [-4.031, -3.393, 1.606], [-4.472, -4.635, 2.027], [-4.165, -5.088, 3.307], [-3.414, -4.303, 4.174], [-2.970, -3.049, 3.770], [0.388, 5.331, 0.594], [-0.760, 7.320, -0.337], [-3.216, 7.323, -0.604], [-4.539, 5.322, 0.000], [-3.403, 3.326, 0.938], [-1.466, 5.038, 3.372], [-0.252, 6.281, 5.131], [2.090, 5.685, 5.663], [3.223, 3.862, 4.447], [2.002, 2.636, 2.633], [-1.726, 2.816, 5.748], [-0.127, 2.856, 7.618], [1.812, 1.322, 7.627], [2.155, -0.272, 5.759], [0.549, -0.390, 3.924], [-3.505, -0.165, 5.450], [-5.502, 0.611, 6.700], [-6.456, 2.847, 6.235], [-5.455, 4.305, 4.507], [-3.473, 3.522, 3.229], [-3.388, 0.800, -0.172], [-5.475, 2.079, -0.610], [-7.434, 1.793, 0.873], [-7.339, 0.216, 2.780], [-5.264, -1.056, 3.224], [-4.252, -3.032, 0.606], [-5.053, -5.254, 1.356], [-4.510, -6.064, 3.627], [-3.172, -4.667, 5.164], [-2.381, -2.433, 4.434], [5.331, -1.064, 3.220], [4.758, -2.285, 3.292], [5.497, -3.309, 3.738], [3.519, -2.521, 2.972], [2.663, -1.654, 2.502], [1.833, -0.969, 2.068], [6.312, -0.929, 3.379], [4.808, -0.303, 2.829], [6.472, -3.219, 3.954], [5.071, -4.217, 3.775], [2.157, -1.610, -3.026], [2.395, -0.328, -2.559], [1.786, 0.070, -1.387], [0.980, -0.717, -0.680], [0.764, -1.949, -1.131], [1.327, -2.440, -2.290], [2.604, -1.954, -3.950], [3.039, 0.355, -3.100], [1.935, 1.063, -0.989], [0.102, -2.557, -0.534], [1.114, -3.451, -2.615]], "forces_ev_per_a": [[8.0, -4.5, -4.5], [-1.5, -0.6, -0.8], [-1.9, -1.6, -0.1], [-2.0, -0.1, 1.7], [-1.3, 0.9, 1.8], [-2.0, 2.4, 1.6], [0.8, 2.2, -0.2], [0.5, 1.5, -0.5], [-0.5, 0.0, 0.1], [0.0, -0.2, -0.1], [0.0, 0.1, 0.0], [0.0, 0.0, 0.0], [0.1, 0.0, 0.0], [0.1, 0.1, 0.0], [-0.3, 0.2, 0.1], [0.1, -0.1, 0.0], [0.0, -0.1, 0.0], [0.0, 0.0, 0.0], [0.0, 0.0, 0.1], [-0.2, 0.1, 0.1], [-0.3, -0.1, 0.4], [0.3, -0.1, -0.3], [0.2, 0.0, 0.0], [-0.1, 0.1, 0.0], [0.1, 0.0, 0.1], [-0.5, 0.2, -0.2], [-0.2, 0.0, 0.0], [0.1, 0.1, -0.1], [0.0, 0.0, 0.0], [0.0, 0.0, 0.0], [0.0, 0.0, 0.0], [-0.1, -0.2, 0.1], [-0.2, 0.1, 0.1], [0.1, -0.2, 0.0], [-0.1, 0.1, 0.0], [0.0, 0.0, 0.0], [0.1, 0.0, 0.0], [0.2, 0.1, -0.2], [0.1, 0.0, 0.4], [0.0, 0.1, 0.0], [0.0, -0.1, 0.0], [0.0, 0.0, 0.0], [0.0, 0.0, -0.1], [-0.1, 0.0, -0.2], [-0.1, 0.0, 0.0], [0.0, 0.0, 0.0], [0.0, -0.1, 0.0], [0.0, 0.0, 0.0], [0.0, 0.0, 0.0], [0.0, 0.0, 0.0], [0.0, 0.0, 0.0], [0.0, 0.0, -0.1], [-0.1, 0.0, 0.0], [0.1, -0.1, 0.0], [0.0, 0.0, 0.0], [0.0, 0.0, -0.1], [0.0, 0.0, -0.1], [0.0, 0.0, 0.0], [0.1, 0.1, 0.3], [0.0, 0.0, 0.0], [0.0, 0.1, 0.0], [0.0, 0.0, 0.0], [0.0, -0.1, 0.0], [0.0, 0.0, 0.0], [-0.1, 0.0, 0.1], [0.0, -0.1, 0.1], [0.1, -0.1, 0.0], [0.1, 0.0, 0.0], [0.0, 0.0, 0.0], [0.0, -0.1, 0.1], [0.0, 0.0, 0.0], [0.0, 0.1, 0.0], [0.0, 0.0, 0.0], [0.0, 0.0, 0.0], [0.0, -0.2, 0.1], [0.5, 0.5, 0.0], [0.0, 0.1, 0.0], [-1.1, -0.3, -0.2], [0.9, -0.4, 0.3], [0.0, 0.2, 0.5], [0.1, 0.0, 0.0], [0.0, 0.1, -0.1], [0.0, 0.0, 0.0], [0.0, -0.1, 0.0], [0.0, 0.0, -0.1], [0.2, 0.0, -0.2], [0.0, 0.1, 0.1], [-0.3, 0.2, 0.1], [-0.1, -0.1, 0.1], [0.1, -0.2, -0.2], [0.0, 0.0, 0.0], [-0.1, 0.0, 0.0], [0.0, 0.2, 0.0], [-0.1, -0.1, 0.1], [0.0, 0.1, 0.0]], "relative_energy_kcal_mol": 99.3, "e_homo_ev": -13.0835, "homo_lumo_gap_ev": 8.04, "e_tot_ha": -3379.347653, "total_charge": 2}

=====

3.
{"formula": "C43H40AuN3OP2S2", "method": "wB97M-V/def2-TZVPD", "symbols": ["Au", "C", "C", "C", "C", "C", "C", "C", "C", "P", "C", "C", "C", "C", "C", "C", "C", "C", "C", "C", "C", "C", "C", "O", "C", "C", "C", "C", "C", "C", "P", "C", "C", "C", "C", "C", "C", "C", "C", "C", "C", "C", "C", "H", "H", "H", "H", "H", "H", "H", "H", "H", "H", "H", "H", "H", "H", "H", "H", "H", "H", "H", "H", "H", "H", "H", "H", "H", "H", "H", "H", "H", "H", "H", "H", "S", "C", "N", "C", "N", "C", "S", "N", "C", "H", "H", "H", "H", "H", "H", "H", "H"], "positions_angstrom": [[0.108, -1.154, -0.868], [0.171, 4.273, 4.389], [-0.244, 3.409, 3.239], [-1.620, 3.865, 2.851], [-0.365, 1.933, 3.587], [-0.383, 1.403, 4.880], [-0.435, 0.013, 5.134], [-0.465, -0.880, 4.103], [-0.469, -0.377, 2.772], [-0.093, -1.504, 1.455], [1.542, -2.059, 2.169], [1.635, -3.256, 2.878], [2.875, -3.623, 3.319], [3.947, -2.742, 3.146], [3.798, -1.506, 2.531], [2.612, -1.178, 1.973], [-1.110, -2.972, 1.635], [-2.463, -2.974, 1.966], [-3.254, -4.101, 1.734], [-2.781, -5.192, 0.999], [-1.443, -5.202, 0.718], [-0.640, -4.135, 1.036], [-0.451, 0.999, 2.577], [-0.495, 1.490, 1.230], [0.440, 2.411, 1.026], [1.104, 2.370, -0.190], [1.954, 3.482, -0.500], [2.159, 4.447, 0.469], [1.563, 4.411, 1.720], [0.632, 3.398, 2.007], [0.574, 1.263, -1.493], [-0.824, 2.080, -2.235], [-1.507, 3.075, -1.523], [-2.566, 3.821, -2.124], [-2.955, 3.551, -3.450], [-2.304, 2.520, -4.093], [-1.217, 1.864, -3.526], [1.947, 1.282, -2.628], [2.107, 2.258, -3.591], [3.301, 2.304, -4.308], [4.401, 1.498, -3.933], [4.256, 0.596, -2.902], [3.034, 0.486, -2.259], [-0.570, 4.123, 5.214], [0.147, 5.340, 4.143], [1.154, 3.865, 4.713], [-2.357, 3.857, 3.690], [-2.048, 3.185, 2.108], [-1.660, 4.857, 2.536], [-0.288, 2.067, 5.736], [-0.418, -0.430, 6.131], [-0.271, -1.957, 4.259], [0.712, -3.792, 2.985], [3.147, -4.465, 3.920], [4.929, -3.141, 3.314], [4.644, -0.879, 2.428], [2.452, -0.231, 1.434], [-2.970, -2.100, 2.343], [-4.326, -4.014, 2.008], [-3.506, -5.983, 0.825], [-0.905, -6.044, 0.257], [0.387, -4.032, 0.616], [2.404, 3.586, -1.466], [2.914, 5.212, 0.278], [1.664, 5.225, 2.442], [-1.091, 3.417, -0.552], [-3.073, 4.514, -1.522], [-3.821, 4.057, -3.810], [-2.629, 2.198, -5.082], [-0.634, 1.247, -4.150], [1.240, 2.939, -3.793], [3.462, 3.091, -5.103], [5.336, 1.418, -4.569], [5.085, -0.007, -2.721], [2.897, -0.102, -1.403], [4.108, -4.960, 0.092], [2.839, -4.116, -0.535], [1.995, -3.455, -1.022], [-2.746, -4.131, -4.253], [-1.554, -3.457, -3.703], [-1.393, -2.156, -3.336], [0.178, -1.534, -3.197], [-2.447, -1.423, -3.279], [-3.947, -1.550, -3.467], [-2.518, -5.181, -4.495], [-3.051, -3.565, -5.144], [-3.668, -4.149, -3.620], [-0.637, -3.901, -3.707], [-2.311, -0.468, -3.026], [-4.180, -1.761, -4.569], [-4.419, -0.573, -3.161], [-4.334, -2.294, -2.708]], "forces_ev_per_a": [[0.1, 0.7, 0.4], [0.7, -0.9, 1.1], [-0.7, -0.9, -0.4], [-2.2, -1.5, 0.4], [0.1, -0.5, 1.6], [0.2, -0.3, 0.3], [-0.2, 0.4, 0.4], [0.6, -0.3, -1.6], [-0.5, 0.8, 0.7], [1.3, -1.1, 0.7], [-0.8, 0.4, -1.2], [-0.4, 1.0, -0.7], [1.4, 0.7, 0.7], [-0.3, -0.5, -0.8], [1.0, -0.8, 0.2], [-1.8, 0.3, -0.2], [-1.3, -0.2, -0.6], [-0.4, -0.1, 0.2], [-0.9, 0.8, -0.5], [-1.1, 0.4, 1.6], [1.4, -1.3, -0.7], [1.6, 1.2, -1.0], [-0.5, -0.3, -1.4], [-0.9, -2.2, 1.6], [0.9, 1.2, 0.2], [0.6, 1.7, -0.2], [-0.8, -0.9, 1.0], [1.3, 0.3, -0.2], [-1.4, -0.6, 0.3], [1.1, 1.2, -0.6], [0.2, -0.2, 0.3], [-0.4, 1.2, 0.9], [-0.4, 1.4, 0.1], [1.7, -2.0, -0.4], [0.2, -0.5, 2.2], [0.0, -0.2, -0.9], [-0.8, 0.0, -0.8], [0.8, -0.2, 0.6], [-0.8, 0.5, -1.1], [1.1, 1.3, -0.5], [-0.2, 0.0, -1.8], [-1.1, 0.7, -0.5], [0.0, 0.9, -0.6], [0.7, 0.2, -0.6], [0.4, -0.3, 0.0], [-0.4, 1.0, 0.2], [0.8, -0.3, -0.2], [-0.1, 0.4, -0.2], [0.3, 1.7, -1.0], [-0.1, -0.1, -0.2], [0.1, 0.7, -0.1], [-0.6, 0.7, 0.1], [0.1, -0.6, 0.4], [-0.6, -0.8, 0.0], [0.4, 0.3, 0.7], [0.7, 0.6, -0.1], [0.2, -0.4, 0.2], [0.2, 0.2, 0.3], [0.9, -0.3, -0.2], [0.5, -0.1, -0.3], [-0.7, 0.3, 0.0], [-0.8, -0.8, 0.5], [0.3, -0.1, -0.2], [-0.4, 0.0, -0.1], [0.3, -0.3, -0.3], [-0.8, -0.4, -0.6], [-0.5, 1.1, 0.5], [-0.3, 0.2, -0.7], [0.2, 0.3, 0.1], [0.4, -1.1, -0.6], [1.1, -0.6, -0.1], [-0.4, -1.1, 0.9], [-1.2, 0.6, 1.0], [1.1, -1.1, 0.8], [0.1, -1.3, 1.0], [-0.5, 0.2, -0.1], [-0.2, 0.7, -0.5], [0.8, -0.8, 0.7], [-0.7, 0.2, -0.2], [1.2, 0.6, 0.9], [-1.4, -3.5, -1.6], [1.0, 0.3, 0.1], [-3.1, 2.9, 0.5], [-0.2, -0.7, 0.1], [0.2, 0.7, 0.0], [0.2, -0.6, -0.1], [1.2, 0.1, 0.0], [-0.6, -0.5, -0.2], [0.8, 0.6, 0.1], [0.1, 0.1, 1.9], [0.8, -0.9, -0.5], [0.2, 0.6, -1.3]], "relative_energy_kcal_mol": 13.4, "e_homo_ev": [-12.8866, -13.5723], "homo_lumo_gap_ev": [8.15, 5.73], "e_tot_ha": -3516.280097, "s2": 2.024, "total_charge": 2, "spin_multiplicity": 3}